The following is a quantum chemistry calculation of a 11-piece molecular cluster, C33H43FN12O2 overall in a non-equilibrium geometry, from the Open Molecules 2025 dataset.

* gap between HOMO and LUMO: 7.426 eV
* energy: -2189.8611 Eh
* SMILES: [H]/N=C(/C)Cc1cc(CCF)c2c(c1)C(=O)NC2=O.CC#N.CC#N.CC#N.CC#N.CC#N.CC#N.CC#N.CC#N.CC#N.CC#N

Each line ends with the Löwdin charge.
Cartesian coordinates (Å):
H -6.31 4.71 2.61  0.034
N -5.58 4.58 3.35  0.068
C -5.65 3.25 3.78  -0.305
C -4.63 2.73 4.95  -0.087
C -6.81 2.29 3.05  -0.121
C -6.13 0.90 2.43  -0.110
C -4.51 0.76 2.09  0.048
C -3.82 -0.65 1.51  -0.057
C -2.21 -0.76 1.23  -0.152
C -1.80 -1.37 -0.24  -0.167
F -0.82 -0.56 -1.00  -0.139
C -4.81 -1.93 1.24  0.003
C -6.41 -1.78 1.57  -0.031
C -7.12 -0.42 2.14  0.041
C -7.11 -3.23 1.24  -0.239
O -8.40 -3.57 1.34  -0.009
N -5.91 -4.10 0.84  0.056
C -4.53 -3.46 0.72  -0.246
O -3.43 -4.09 0.31  -0.028
H -5.02 2.92 6.06  0.098
H -4.28 1.60 4.79  0.076
H -3.63 3.37 4.86  0.073
H -7.52 1.95 3.95  0.129
H -7.45 2.88 2.27  0.119
H -3.86 1.72 2.29  0.100
H -1.75 -1.37 2.15  0.120
H -1.76 0.34 1.35  0.118
H -1.33 -2.45 -0.03  0.084
H -2.76 -1.55 -0.91  0.108
H -8.29 -0.42 2.36  0.120
H -5.77 -4.63 1.75  0.148
C 1.36 1.71 3.05  -0.088
C 0.04 1.56 3.78  -0.199
N -1.06 1.44 4.39  0.083
H 1.25 1.38 2.01  0.079
H 1.68 2.75 3.06  0.027
H 2.13 1.10 3.53  0.077
C 0.79 -5.29 0.95  -0.080
C 0.67 -3.79 1.19  -0.171
N 0.57 -2.55 1.40  0.110
H 1.85 -5.58 0.96  0.040
H 0.27 -5.84 1.73  0.078
H 0.36 -5.54 -0.02  0.071
C 2.21 -5.15 -3.22  -0.078
C 2.92 -5.45 -1.92  -0.206
N 3.52 -5.71 -0.83  0.101
H 2.76 -4.39 -3.78  0.046
H 2.13 -6.05 -3.83  0.081
H 1.20 -4.77 -3.01  0.076
C 5.31 2.83 2.28  -0.070
C 4.02 3.59 1.99  -0.194
N 2.95 4.21 1.74  0.096
H 6.15 3.34 1.79  0.078
H 5.49 2.80 3.36  0.077
H 5.24 1.81 1.90  0.075
C 5.10 -2.64 -2.15  -0.100
C 5.61 -1.30 -1.67  -0.184
N 6.04 -0.18 -1.26  0.081
H 5.16 -2.69 -3.24  0.040
H 5.70 -3.45 -1.72  0.069
H 4.06 -2.78 -1.84  0.063
C 7.55 -6.03 -4.03  -0.063
C 6.27 -5.28 -4.32  -0.160
N 5.20 -4.66 -4.56  0.109
H 8.40 -5.53 -4.51  0.081
H 7.73 -6.07 -2.95  0.079
H 7.48 -7.06 -4.41  0.080
C 6.53 2.37 -3.59  -0.101
C 7.67 2.64 -4.55  -0.214
N 8.62 2.87 -5.35  0.065
H 5.59 2.76 -3.99  0.005
H 6.42 1.29 -3.44  0.044
H 6.73 2.84 -2.62  0.072
C -5.14 -0.55 -2.49  -0.073
C -6.04 0.22 -1.54  -0.190
N -6.80 0.86 -0.76  0.109
H -5.35 -0.26 -3.52  0.077
H -4.09 -0.33 -2.27  0.060
H -5.30 -1.62 -2.38  0.075
C 4.36 5.47 -6.13  -0.069
C 4.16 4.01 -5.75  -0.182
N 4.00 2.80 -5.44  0.098
H 3.39 5.96 -6.26  0.077
H 4.91 5.99 -5.34  0.078
H 4.92 5.55 -7.06  0.079
C -2.39 5.98 3.60  -0.096
C -1.88 7.32 4.08  -0.213
N -1.45 8.44 4.48  0.071
H -2.34 5.93 2.50  0.076
H -1.79 5.17 4.02  0.064
H -3.43 5.84 3.90  0.035

The following is a quantum chemistry calculation of C19H22ClN3O3S as an isolated structure in a non-equilibrium geometry, from the Open Molecules 2025 dataset.

* gap between HOMO and LUMO: 7.135 eV
* energy: -1984.9544 Eh

Each line ends with the Löwdin charge.
Cartesian coordinates (Å):
C -1.82 -3.27 5.28  -0.105
N -0.62 -3.29 4.36  -0.178
C -0.65 -2.38 3.17  -0.192
H -0.77 -1.42 3.72  0.139
C 0.69 -2.48 2.64  -0.005
N 0.69 -3.96 2.09  -0.031
C 0.55 -4.40 0.83  -0.346
O 0.99 -5.54 0.40  -0.008
C 0.67 -3.31 -0.29  -0.065
C -0.69 -2.68 -0.54  0.037
C -0.82 -1.86 -1.66  -0.017
C 0.38 -1.36 -2.22  -0.179
C 1.58 -1.70 -1.79  -0.115
C 1.64 -2.84 -1.13  -0.064
H 2.76 -3.24 -0.81  0.180
H 2.24 -1.51 -2.47  0.078
C 0.05 0.08 -2.93  -0.199
N 0.53 1.14 -2.27  -0.155
S -0.16 1.52 -1.03  0.487
O 0.24 0.71 0.16  -0.292
O -1.54 1.25 -1.14  -0.236
C -0.02 3.05 -0.81  -0.220
C -0.60 4.03 -1.69  -0.095
C -0.43 5.34 -1.55  -0.562
C 0.94 5.86 -0.70  -0.027
C 1.33 5.08 0.19  -0.210
C 1.01 3.74 0.33  0.107
H 1.59 2.91 0.65  0.080
H 1.94 5.31 1.00  0.097
H 0.80 7.00 -0.53  0.134
Cl -1.02 6.52 -2.62  0.699
H -1.18 3.69 -2.21  -0.020
H 1.58 1.07 -2.13  0.195
H -0.91 0.22 -3.17  0.071
H 0.70 -0.10 -3.90  0.167
H -1.81 -1.34 -1.88  0.139
H -1.38 -3.06 -0.01  0.029
C 0.54 -4.94 3.01  -0.326
C -0.49 -4.83 3.87  -0.220
H -0.48 -5.64 4.67  0.141
H -1.52 -5.00 3.30  0.162
H 0.67 -6.08 2.58  0.188
H 1.63 -4.77 3.78  0.208
H 0.48 -1.88 1.78  0.114
H 1.52 -2.44 3.10  0.067
H -1.58 -2.53 2.66  0.118
H -1.83 -2.18 5.76  0.113
H -2.77 -3.35 4.90  0.029
H -1.48 -3.99 6.07  0.090

The following is a quantum chemistry calculation of C16H11BrN2PdSSe as an isolated structure, from the Open Molecules 2025 dataset.

* gap between HOMO and LUMO: 6.002 eV
* energy: -6227.3116 Eh

Each line ends with the Löwdin charge.
Cartesian coordinates (Å):
Pd 0.98 0.71 0.19  0.610
Br 0.65 -0.25 2.94  0.767
C -0.61 -1.47 2.18  -0.587
C -1.32 -2.20 3.09  -0.138
C -2.24 -3.17 2.65  -0.070
C -2.41 -3.39 1.32  -0.033
C -1.68 -2.64 0.36  -0.160
C -1.87 -2.90 -1.02  -0.040
C -1.20 -2.18 -1.96  -0.077
C -0.32 -1.15 -1.56  -0.122
C -0.11 -0.88 -0.24  -0.241
C -0.76 -1.63 0.78  -0.206
H -1.17 -2.04 4.15  0.095
H -2.81 -3.74 3.38  0.106
H -3.10 -4.14 0.96  0.113
H -2.57 -3.67 -1.31  0.112
H -1.34 -2.37 -3.01  0.103
H 0.19 -0.57 -2.32  0.080
Se -3.54 1.34 1.32  0.506
C -1.87 1.57 0.81  -0.979
N -0.75 1.73 0.47  -0.084
S 3.03 -0.19 -0.67  0.675
C 2.74 1.47 -0.91  -0.843
N 2.43 1.98 -2.15  0.059
C 1.95 3.22 -2.36  -0.053
C 1.80 4.09 -1.32  -0.047
C 2.24 3.69 -0.05  -0.032
C 2.76 2.43 0.16  -0.148
H 2.47 1.31 -2.91  0.148
H 1.69 3.46 -3.38  0.137
H 1.39 5.07 -1.49  0.114
H 2.18 4.38 0.78  0.126
H 3.18 2.12 1.10  0.109